128
Properties=species:S:1:pos:R:3 method="wB97M-V/def2-TZVPD" e_above_lowest_kj_mol=817.2 orbital_gap_ev=6.02 charge=+1 energy_ha=-5414.06663 spin_multiplicity=1
C 3.64 4.44 1.26
C 2.98 3.04 0.69
B 1.67 2.54 1.62
O 0.86 3.69 2.16
N 1.39 1.09 1.81
C 0.85 0.69 3.14
I 2.23 1.64 4.62
C 0.96 -0.91 3.41
C 0.42 -1.28 4.90
C -0.79 -0.35 5.49
C -1.00 -0.84 7.08
N -0.42 -2.11 7.65
O -1.67 -0.04 7.92
N 0.35 -1.81 2.28
O -0.90 -1.81 2.63
C -1.95 -2.21 1.77
C -3.36 -1.62 2.48
C -3.84 -2.54 3.75
C -4.52 -1.28 1.39
C -4.82 0.36 1.46
C -5.98 -1.98 1.80
P 1.27 -3.35 2.69
O 2.46 -3.71 1.43
I -0.18 -5.33 2.73
C 0.83 -1.21 1.01
P 0.52 -2.06 -0.64
C 1.90 -1.77 -1.93
C 3.30 -2.54 -1.47
C -0.09 -3.83 -0.61
C -0.23 -4.30 -2.22
C 0.53 0.42 0.78
C -1.01 0.87 0.63
C -1.65 0.61 -0.90
O -2.79 -0.05 -1.14
Cl -0.74 1.28 -2.41
H 2.86 5.25 1.57
H 4.30 4.94 0.41
H 4.28 4.21 2.24
H 2.53 3.30 -0.38
H 3.74 2.15 0.62
H -0.08 3.63 1.82
H -0.21 1.18 3.27
H 2.13 -1.16 3.40
H 0.08 -2.39 5.08
H 1.34 -1.11 5.64
H -0.57 0.80 5.53
H -1.81 -0.62 4.95
H 0.59 -2.04 7.88
H -0.63 -2.95 7.06
H -1.99 -1.73 0.68
H -2.18 -3.35 1.63
H -3.02 -0.58 2.94
H -2.88 -2.76 4.42
H -4.35 -3.56 3.46
H -4.53 -1.84 4.43
H -4.23 -1.65 0.32
H -5.87 0.58 0.93
H -4.82 0.76 2.58
H -4.03 1.01 0.89
H -6.35 -1.38 2.74
H -6.74 -1.73 0.91
H -5.90 -3.14 1.97
H 2.74 -4.67 1.58
H 2.02 -1.18 1.12
H 2.18 -0.60 -1.92
H 1.61 -2.01 -3.03
H 4.17 -2.21 -2.20
H 3.60 -2.15 -0.38
H 3.14 -3.70 -1.42
H 0.63 -4.65 -0.14
H -1.15 -4.04 -0.16
H -0.27 -3.36 -2.91
H -1.23 -4.95 -2.31
H 0.65 -5.04 -2.44
H 1.05 0.64 -0.27
H -1.75 0.50 1.49
H -1.11 2.06 0.71
C -8.14 6.20 4.94
O -8.39 4.85 4.59
P -7.52 4.35 3.18
O -8.38 3.09 3.10
O -6.18 4.03 4.09
C -6.30 3.51 5.40
O -6.65 3.85 1.77
C -7.01 4.58 0.62
H -8.59 6.40 5.92
H -7.07 6.40 5.00
H -8.59 6.87 4.20
H -7.20 2.91 5.54
H -6.30 4.33 6.13
H -5.43 2.88 5.62
H -6.77 5.64 0.77
H -8.07 4.47 0.42
H -6.43 4.21 -0.23
C 1.12 -1.79 -9.87
O 2.23 -1.16 -9.25
P 2.10 -1.12 -7.53
O 3.26 -0.12 -7.46
O 2.70 -2.66 -7.42
C 3.71 -3.11 -8.32
O 1.98 -1.08 -5.80
C 0.86 -0.34 -5.35
H 1.35 -1.92 -10.94
H 0.92 -2.76 -9.43
H 0.24 -1.15 -9.77
H 4.34 -2.30 -8.68
H 3.24 -3.61 -9.17
H 4.33 -3.84 -7.81
H -0.06 -0.80 -5.72
H 0.93 0.69 -5.71
H 0.85 -0.34 -4.26
C 7.19 -0.30 -5.50
O 6.99 -0.57 -4.12
P 7.44 0.76 -3.11
O 7.36 -0.15 -1.88
O 5.96 1.47 -3.35
C 4.79 0.68 -3.47
O 7.88 2.09 -2.10
C 9.25 2.42 -2.20
H 6.73 -1.12 -6.08
H 6.72 0.64 -5.79
H 8.26 -0.27 -5.72
H 4.86 -0.26 -2.93
H 4.59 0.48 -4.53
H 3.94 1.25 -3.09
H 9.49 2.72 -3.22
H 9.86 1.56 -1.91
H 9.47 3.25 -1.53